# 1
{"formula": "C12H5N5S4Ti", "method": "ωB97M-V/def2-TZVPD", "largest_force_ev_per_a": 0.4, "lumo_energy_ev": [1.8, 1.8], "e_homo_ev": [-5.48, -5.50], "homo_lumo_gap_ev": [7.30, 7.33], "total_charge": -1, "multiplicity": 2, "elements": ["Ti", "S", "C", "C", "C", "C", "N", "C", "C", "C", "S", "C", "N", "H", "H", "S", "C", "C", "N", "C", "S", "C", "N", "N", "H", "H", "H"], "coordinates": [[-0.21088, 0.67493, -0.08500], [0.91157, 1.93170, 1.63198], [0.88618, 3.42059, 0.68870], [0.88670, 4.64261, 1.37091], [0.88937, 5.85246, 0.70273], [0.91583, 7.07794, 1.46146], [0.93123, 8.04770, 2.07838], [0.87060, 5.86290, -0.69984], [0.85531, 4.66273, -1.38556], [0.88204, 3.43344, -0.72007], [0.91366, 1.97570, -1.73230], [0.87335, 7.10152, -1.43674], [0.88670, 8.08013, -2.03968], [0.88076, 4.63478, 2.45224], [0.82917, 4.67459, -2.46656], [-1.54388, -1.30329, -0.34305], [-3.20533, -0.76964, -0.41888], [-4.20525, -1.75734, -0.72278], [-4.98048, -2.56933, -0.97631], [-3.52422, 0.52448, -0.19237], [-2.33988, 1.72632, 0.22620], [-4.90027, 0.95848, -0.24776], [-5.99318, 1.31572, -0.27953], [1.48758, -0.87668, 0.16450], [2.15149, -0.63480, -0.56491], [1.26078, -1.86145, 0.07872], [1.96633, -0.72424, 1.04546]], "atomic_forces_ev_per_a": [[0.017, -0.263, -0.019], [0.044, 0.267, -0.151], [0.026, -0.057, 0.241], [0.003, -0.092, 0.000], [0.035, 0.179, 0.147], [-0.067, -0.136, -0.151], [0.030, -0.011, 0.009], [-0.004, 0.239, -0.099], [0.025, -0.088, -0.022], [-0.019, -0.014, -0.254], [0.029, 0.154, 0.163], [0.010, -0.163, 0.116], [-0.005, -0.005, -0.003], [0.012, -0.012, -0.002], [0.005, -0.019, 0.001], [-0.046, -0.140, -0.089], [-0.003, -0.230, -0.035], [0.169, 0.204, 0.020], [-0.002, -0.012, 0.018], [-0.286, 0.231, -0.015], [-0.074, 0.013, 0.091], [0.254, -0.137, 0.040], [0.006, 0.015, -0.017], [-0.061, 0.064, 0.002], [-0.011, 0.007, -0.017], [-0.047, -0.001, -0.005], [-0.040, 0.007, 0.034]], "mulliken_charge": [0.119, -0.417, 0.568, -0.733, 0.564, -0.155, -0.525, 0.540, -0.853, 0.534, -0.480, -0.146, -0.525, 0.508, 0.512, -0.447, 0.604, -0.072, -0.483, 0.588, -0.259, -0.120, -0.462, -0.675, 0.280, 0.264, 0.273]}

***

# 2
{"formula": "C46H54CsO5PSSe", "method": "ωB97M-V/def2-TZVPD", "largest_force_ev_per_a": 0.8, "lumo_energy_ev": 3.8, "e_homo_ev": -1.67, "homo_lumo_gap_ev": 5.50, "total_charge": -2, "e_above_lowest_kcal_mol": 9.0, "elements": ["Cs", "C", "C", "C", "C", "C", "C", "C", "Se", "C", "C", "C", "C", "C", "C", "O", "C", "C", "C", "C", "C", "C", "C", "C", "C", "O", "C", "C", "C", "C", "C", "C", "H", "H", "H", "H", "H", "H", "H", "H", "H", "H", "H", "H", "H", "H", "H", "H", "H", "H", "H", "H", "H", "H", "H", "H", "H", "H", "H", "H", "H", "H", "H", "H", "H", "H", "H", "H", "H", "H", "H", "H", "O", "S", "O", "O", "C", "C", "C", "C", "C", "C", "P", "C", "C", "C", "C", "C", "C", "C", "C", "C", "C", "C", "C", "H", "H", "H", "H", "H", "H", "H", "H", "H", "H", "H", "H", "H", "H"], "coordinates": [[-0.79912, 0.35456, 0.38059], [-5.13646, -4.88742, -5.17996], [-3.81173, -4.24187, -5.61258], [-3.99457, -3.62853, -7.00855], [-2.76204, -5.34737, -5.72215], [-3.40854, -3.16422, -4.60911], [-2.25574, -3.21766, -3.83726], [-1.94363, -2.24408, -2.90063], [-0.33829, -2.51747, -1.87267], [-0.90417, -3.78679, -0.51921], [-1.38917, -5.00456, -0.97419], [-1.77498, -6.02779, -0.12377], [-1.59362, -5.79104, 1.24436], [-1.10668, -4.60643, 1.75902], [-0.77985, -3.49991, 0.87794], [-0.42399, -2.36738, 1.34889], [-0.95458, -4.40239, 3.26849], [-1.90453, -3.29488, 3.74806], [-1.28833, -5.66303, 4.07084], [0.49545, -4.01533, 3.59538], [-2.36183, -7.35063, -0.60765], [-3.75822, -7.55308, -0.00102], [-2.50401, -7.39263, -2.12859], [-1.46425, -8.52115, -0.18090], [-2.75380, -1.06806, -2.70464], [-2.45385, -0.16620, -1.86316], [-3.93665, -1.00580, -3.53828], [-4.21760, -2.04508, -4.40915], [-4.97123, 0.13457, -3.46676], [-5.32990, 0.62181, -4.88282], [-4.52247, 1.37972, -2.69381], [-6.24514, -0.39865, -2.79385], [-5.45154, -5.65495, -5.89603], [-5.93020, -4.14163, -5.10932], [-5.03242, -5.35287, -4.19807], [-4.29642, -4.39378, -7.73256], [-3.06293, -3.17441, -7.35169], [-4.75732, -2.84829, -7.00346], [-3.08453, -6.09081, -6.45764], [-2.61355, -5.85988, -4.77038], [-1.79657, -4.94984, -6.04138], [-1.55977, -4.03974, -3.94760], [-1.46618, -5.13342, -2.04572], [-1.85321, -6.58551, 1.93552], [-2.94352, -3.58649, 3.57317], [-1.70154, -2.37484, 3.20549], [-1.76813, -3.12065, 4.82167], [-2.33962, -5.94325, 3.96454], [-1.10164, -5.47129, 5.13129], [-0.67551, -6.51609, 3.76881], [0.75800, -3.08865, 3.08871], [1.18121, -4.79990, 3.26387], [0.61845, -3.89048, 4.67718], [-4.42575, -6.74338, -0.30067], [-3.71702, -7.56042, 1.08940], [-4.19246, -8.50293, -0.33299], [-3.14752, -6.58921, -2.49261], [-2.94537, -8.34667, -2.43314], [-1.53674, -7.29382, -2.62583], [-1.34847, -8.55596, 0.90374], [-0.46807, -8.41645, -0.61529], [-1.88883, -9.47671, -0.50899], [-5.13904, -1.98430, -4.98198], [-4.43902, 0.99344, -5.39305], [-6.05428, 1.44009, -4.81924], [-5.76855, -0.15920, -5.50459], [-3.59111, 1.78572, -3.08594], [-4.35128, 1.17226, -1.64244], [-5.30699, 2.14046, -2.78967], [-6.66296, -1.24205, -3.34847], [-7.00636, 0.38727, -2.73225], [-6.02473, -0.74172, -1.78154], [-1.53666, 4.83126, 1.51425], [-0.64513, 3.70637, 1.72748], [-1.25400, 2.56854, 2.41632], [0.05789, 3.25355, 0.53268], [0.59633, 4.33977, 2.85736], [0.66911, 5.71497, 3.02077], [1.59788, 6.27041, 3.88692], [2.45554, 5.45030, 4.60037], [2.38386, 4.07336, 4.43447], [1.46176, 3.49651, 3.56462], [1.35138, 1.66669, 3.31084], [3.06432, 1.17655, 3.76288], [4.12628, 1.79444, 3.09364], [5.42911, 1.36480, 3.27397], [5.70144, 0.29172, 4.11467], [4.65719, -0.34639, 4.76238], [3.34919, 0.09071, 4.58637], [0.42683, 1.17064, 4.82034], [0.80772, 1.49720, 6.12029], [0.07303, 1.04730, 7.20534], [-1.05504, 0.26013, 7.00067], [-1.44888, -0.06270, 5.71269], [-0.71379, 0.39868, 4.62875], [-0.02662, 6.32504, 2.46175], [1.65071, 7.34602, 4.00924], [3.17981, 5.87604, 5.28448], [3.07057, 3.43834, 4.97922], [3.92637, 2.62202, 2.42270], [6.23606, 1.86046, 2.74762], [6.71994, -0.05112, 4.25018], [4.85421, -1.19615, 5.40463], [2.54392, -0.42775, 5.09126], [1.69013, 2.10204, 6.29146], [0.38129, 1.30721, 8.21112], [-1.62774, -0.09800, 7.84801], [-2.32626, -0.67293, 5.54269], [-1.02936, 0.18878, 3.61720]], "atomic_forces_ev_per_a": [[-0.025, -0.245, -0.154], [-0.033, -0.011, -0.012], [0.003, 0.024, 0.019], [-0.020, 0.008, -0.033], [0.033, -0.037, -0.007], [0.040, 0.001, 0.011], [0.017, -0.048, -0.024], [-0.061, -0.056, -0.051], [0.022, 0.195, 0.235], [-0.053, -0.063, -0.016], [0.017, -0.042, -0.077], [0.033, 0.046, 0.021], [-0.004, -0.030, 0.013], [-0.097, 0.062, -0.031], [-0.098, 0.051, 0.044], [0.126, 0.038, -0.253], [0.028, -0.038, -0.032], [0.016, 0.007, 0.040], [-0.015, -0.023, 0.005], [0.037, 0.015, 0.050], [0.002, 0.024, 0.015], [-0.027, -0.032, 0.016], [0.001, -0.009, -0.052], [0.006, -0.032, 0.012], [0.023, -0.006, 0.100], [0.026, -0.172, -0.025], [-0.013, -0.062, -0.092], [-0.030, 0.056, 0.004], [0.048, -0.017, 0.019], [-0.016, 0.002, -0.008], [-0.012, 0.060, 0.021], [-0.046, 0.010, 0.011], [0.002, 0.000, -0.007], [-0.004, 0.008, 0.000], [0.023, 0.004, 0.010], [-0.001, -0.001, -0.002], [0.020, -0.009, 0.014], [-0.009, 0.000, 0.012], [0.000, 0.002, -0.002], [-0.019, 0.007, 0.019], [0.000, 0.016, -0.011], [-0.004, -0.003, -0.013], [-0.012, -0.015, 0.006], [-0.015, -0.005, -0.001], [-0.009, -0.012, 0.000], [0.006, 0.028, -0.012], [-0.008, 0.004, 0.003], [0.003, -0.013, -0.017], [-0.003, 0.008, 0.008], [0.032, 0.014, 0.006], [-0.003, -0.013, 0.003], [-0.011, -0.027, 0.001], [-0.003, 0.031, 0.013], [0.012, 0.018, -0.020], [0.008, -0.004, 0.006], [-0.001, -0.003, 0.003], [-0.016, 0.011, 0.027], [0.001, 0.003, -0.003], [0.016, -0.008, 0.012], [-0.013, 0.011, 0.010], [-0.001, 0.016, -0.019], [0.003, -0.005, 0.000], [-0.002, -0.005, -0.009], [0.018, 0.002, 0.010], [-0.002, 0.003, 0.001], [-0.009, -0.019, 0.004], [0.003, -0.008, -0.023], [-0.020, -0.018, -0.001], [0.005, 0.012, 0.007], [-0.002, -0.004, -0.013], [-0.008, 0.000, -0.002], [0.030, 0.005, 0.005], [0.116, -0.041, 0.075], [-0.561, -0.255, -0.569], [-0.045, 0.262, 0.539], [0.375, 0.470, 0.097], [0.167, -0.096, 0.115], [-0.010, 0.038, 0.020], [-0.015, 0.114, -0.007], [0.004, -0.143, -0.005], [0.032, 0.113, 0.025], [-0.080, -0.062, -0.117], [0.002, -0.023, 0.027], [0.052, 0.054, -0.058], [0.013, -0.052, 0.027], [0.039, -0.014, -0.003], [0.043, 0.005, -0.011], [-0.040, -0.008, 0.005], [0.010, -0.012, 0.030], [-0.026, -0.040, -0.021], [0.032, 0.005, 0.029], [-0.012, -0.016, -0.020], [-0.004, 0.000, 0.042], [-0.025, 0.006, -0.030], [0.053, 0.081, -0.001], [0.007, 0.028, 0.012], [-0.021, 0.003, -0.016], [0.012, -0.007, 0.007], [0.015, 0.007, 0.015], [-0.016, 0.007, -0.001], [0.000, 0.005, 0.000], [0.003, 0.002, 0.001], [-0.006, -0.003, 0.002], [-0.015, 0.003, 0.007], [0.005, 0.003, -0.020], [-0.004, 0.001, 0.006], [0.005, 0.001, 0.004], [-0.002, -0.003, -0.001], [-0.043, -0.139, -0.007]], "mulliken_charge": [1.204, -1.639, 2.121, -1.752, -2.003, -0.819, 0.245, -0.717, 0.005, -0.307, 0.510, -0.960, -0.470, -0.504, 0.743, -0.795, 2.872, -1.497, -2.403, -1.869, 2.334, -1.778, -2.264, -1.825, 1.059, -1.089, -0.751, 0.120, 2.085, -1.783, -2.110, -1.610, 0.481, 0.283, 0.256, 0.447, 0.362, 0.294, 0.467, 0.195, 0.382, 0.707, 0.086, 0.215, 0.294, 0.253, 0.467, 0.389, 0.466, 0.415, 0.318, 0.351, 0.430, 0.356, 0.326, 0.473, 0.348, 0.468, 0.408, 0.331, 0.362, 0.444, 0.194, 0.374, 0.463, 0.349, 0.406, 0.356, 0.483, 0.308, 0.441, 0.312, -0.837, 1.470, -0.603, -0.720, -0.245, -0.698, -0.523, -0.840, -0.168, 0.310, 0.842, -0.054, -0.467, -0.655, -0.416, -0.602, -0.502, 0.278, 0.229, -0.670, -0.564, -0.666, -0.297, 0.523, 0.361, 0.383, 0.335, 0.473, 0.373, 0.350, 0.383, 0.372, 0.250, 0.392, 0.362, 0.448, 0.282]}